[1]
Here is a single C2H6N4O molecule from the Open Molecules 2025 dataset. Energies are from ωB97M-V with the def2-TZVPD basis set.

Cartesian coordinates (Å):
H: -3.1788 -1.1579 0.6680
N: -2.5091 -0.9671 -0.0717
C: -1.8166 0.0611 0.2053
N: -1.0811 0.6730 -0.8537
O: -0.2754 1.5193 -0.1380
C: 0.8421 0.8484 0.2666
N: 1.0508 -0.1575 -0.5416
N: 2.2277 -0.8606 0.0686
H: -1.5951 0.3480 1.3169
H: -0.6956 -0.1488 -1.4330
H: 1.4656 1.3101 1.1062
H: 2.9109 -0.0466 0.3342
H: 2.6546 -1.4216 -0.9280

SMILES string: [H]/N=C/NO/C=N/N
HOMO level (eV): -9.2993
Calculated total energy (Eh): -373.8681
Maximum force (eV/A): 6.0

---

[2]
Here is a single C2H6N4O molecule from the Open Molecules 2025 dataset. Energies are from ωB97M-V with the def2-TZVPD basis set.

Cartesian coordinates (Å):
H: -2.8884 -0.0797 0.5809
N: -2.4248 -0.8401 0.0971
C: -1.1873 -0.7006 -0.0161
O: -0.2911 -1.5201 -0.5619
N: 0.7422 -0.2247 -0.5479
C: 1.8123 -0.6461 0.3246
N: -0.3179 0.4371 0.1347
N: -0.7330 1.6833 -0.2740
H: 2.4676 0.2194 0.4518
H: 1.4547 -1.0015 1.2939
H: 2.3644 -1.4325 -0.1854
H: -0.0379 2.3795 -0.0310
H: -0.9608 1.7260 -1.2668

SMILES string: [H]/N=c1/on(C)n1N
HOMO level (eV): -9.2948
Calculated total energy (Eh): -373.9260
Maximum force (eV/A): 2.8

---

[3]
Here is a single C2H6N4O molecule from the Open Molecules 2025 dataset. Energies are from ωB97M-V with the def2-TZVPD basis set.

Cartesian coordinates (Å):
H: 0.6394 2.0004 -0.5356
N: 1.5249 1.5528 -0.0315
C: 1.3618 0.2677 -0.0029
N: 2.3848 -0.6350 -0.1161
N: 0.1619 -0.4199 -0.0194
C: -1.0805 0.1881 0.2960
N: -2.1471 -0.4854 -0.0298
O: -3.3406 0.4099 -0.1659
H: 3.5010 -0.5459 -0.0646
H: 1.9794 -1.6151 0.2270
H: 0.2907 -1.3952 -0.1937
H: -1.1784 1.0940 0.7916
H: -4.0970 -0.4166 -0.1551

SMILES string: [H]/N=C(/N)N/C=N/O
HOMO level (eV): -8.8035
Calculated total energy (Eh): -373.9442
Maximum force (eV/A): 5.3

---

[4]
Here is a single C2H6N4O2 molecule from the Open Molecules 2025 dataset. Energies are from ωB97M-V with the def2-TZVPD basis set.

Cartesian coordinates (Å):
H: -0.5625 0.5035 1.9743
N: -0.6589 -0.4853 1.7622
C: -0.9973 -0.7705 0.5753
N: -1.4124 -1.9721 0.1648
N: -0.8409 0.2026 -0.4437
C: 0.2418 1.0404 -0.7222
O: 0.1408 1.9063 -1.5725
N: 1.4231 0.8221 -0.0724
O: 1.8718 -0.4234 0.2599
H: -1.1018 -2.7979 0.7881
H: -1.5600 -2.1982 -0.8216
H: -1.6761 0.3804 -0.9946
H: 2.1677 1.3027 -0.5475
H: 1.5884 -0.6444 1.1068

SMILES string: [H]/N=C(/N)NC(=O)NO
HOMO level (eV): -9.7357
Calculated total energy (Eh): -449.2765
Maximum force (eV/A): 3.6

---

[5]
Here is a single C2H6N4O2 molecule from the Open Molecules 2025 dataset. Energies are from ωB97M-V with the def2-TZVPD basis set.

Cartesian coordinates (Å):
N: 0.0910 0.7043 2.1960
N: 1.0624 0.2880 1.2429
C: 0.3690 0.0424 0.1522
N: -0.9647 0.0448 0.2109
N: -1.9319 -0.2064 -0.8652
C: 1.0422 -0.2085 -1.1878
O: 0.4836 -0.0835 -2.2616
O: 2.4046 -0.3740 -1.1856
H: 0.6043 0.8525 3.1039
H: -0.5527 -0.1431 2.3359
H: -1.3536 0.8126 0.8027
H: -1.4529 -0.0469 -1.7519
H: -2.3156 -1.1656 -0.6965
H: 2.5144 -0.5166 -2.0959

SMILES string: N/N=C(\NN)C(=O)O
HOMO level (eV): -8.8334
Calculated total energy (Eh): -449.2407
Maximum force (eV/A): 4.0

---

[6]
Here is a single C2H6N4O2 molecule from the Open Molecules 2025 dataset. Energies are from ωB97M-V with the def2-TZVPD basis set.

Cartesian coordinates (Å):
N: -2.7671 -0.9799 -0.0834
N: -1.3542 -0.7258 -0.1924
C: -0.9505 0.4651 0.1401
N: 0.3631 0.9596 -0.3733
O: 0.6161 2.1751 0.2319
C: 1.5371 0.2418 -0.1778
N: 1.4312 -1.0019 0.0489
O: 2.7945 -1.4557 0.1843
H: -2.8164 -1.9992 0.1230
H: -3.1931 -0.3895 0.6629
H: -1.6079 1.2519 0.7099
H: 0.7949 2.8739 -0.5073
H: 2.6029 0.8788 -0.4348
H: 2.5491 -2.2942 -0.3318

SMILES string: N/N=C/N(O)/C=N/O
HOMO level (eV): -8.6309
Calculated total energy (Eh): -449.0918
Maximum force (eV/A): 4.0

---

[7]
Here is 2 unconnected molecules or ions with the total composition C2H6N4O2 from the Open Molecules 2025 dataset. Energies are from ωB97M-V with the def2-TZVPD basis set.

Cartesian coordinates (Å):
C: -1.0396 0.2485 -0.2997
C: 2.1755 -0.1183 0.8049
N: 1.8141 -1.0990 0.1885
N: -1.2903 1.4035 -0.1919
N: 1.6287 -2.4208 -0.0109
N: -2.2583 2.3880 -0.3078
O: -0.5569 -0.7965 -0.3422
O: 2.3758 0.9185 1.2544
H: 0.7922 -2.9263 0.4654
H: 2.4622 -3.0583 0.1880
H: 1.4582 -2.6680 -1.0521
H: -2.1798 3.0998 -1.0814
H: -2.1075 2.8064 0.6832
H: -3.2742 2.2225 -0.2985

Total charge: +2
HOMO level (eV): -18.9868
Calculated total energy (Eh): -448.5135
Maximum force (eV/A): 3.7

---

[8]
Here is 2 unconnected molecules or ions with the total composition C2H6N4O3S2 from the Open Molecules 2025 dataset. Energies are from ωB97M-V with the def2-TZVPD basis set.

Cartesian coordinates (Å):
C: -0.1325 -0.0097 -1.2265
C: -1.7555 -0.7155 0.4602
N: 0.4099 1.2275 -1.5098
N: -1.0122 0.2438 -0.2850
N: -1.0211 1.6443 -0.0154
N: -0.1432 2.1545 -0.7812
O: 2.5626 -1.0490 0.2880
O: 2.4507 1.4419 1.2251
O: 3.0600 0.9304 -1.1467
S: 0.4291 -1.3678 -1.9703
S: 3.3915 0.4146 0.1557
H: -1.9620 -0.4887 1.4617
H: -2.7550 -0.8985 -0.0002
H: -1.1718 -1.6270 0.3746
H: 1.0642 1.2582 -2.2410
H: 2.8285 2.3402 1.2389
H: 2.1016 -1.2283 -0.5089

HOMO level (eV): -8.9225
Calculated total energy (Eh): -1320.8635
Maximum force (eV/A): 4.5

---

[9]
Here is a single C2H6N4O6 molecule from the Open Molecules 2025 dataset. Energies are from ωB97M-V with the def2-TZVPD basis set.

Cartesian coordinates (Å):
N: -0.6017 -1.1351 0.4350
C: 0.0535 0.0759 0.4888
N: -0.7486 1.0546 -0.0987
O: 0.4451 0.5540 1.7607
C: 1.5231 0.0364 -0.4911
O: 1.1521 0.0279 -1.7902
N: 2.4198 -1.0620 0.0138
O: 2.5808 -1.0050 1.2090
O: 2.8609 -1.9878 -0.6431
N: 2.4327 1.2103 -0.1699
O: 2.8191 1.3314 0.9756
O: 2.5716 2.0119 -1.0781
H: -1.1618 -1.2710 -0.4699
H: 0.0126 -1.8160 0.6883
H: -1.5753 0.6324 -0.3462
H: -0.8693 1.8223 0.4575
H: 1.2173 -0.1415 2.0332
H: 1.2147 0.9292 -2.1747

SMILES string: NC(N)(O)C(O)([N+](=O)[O-])[N+](=O)[O-]
HOMO level (eV): -10.3736
Calculated total energy (Eh): -750.0313
Maximum force (eV/A): 4.0

---

[10]
Here is a single C2H6N4S molecule from the Open Molecules 2025 dataset. Energies are from ωB97M-V with the def2-TZVPD basis set.

Cartesian coordinates (Å):
C: 0.0748 -2.0874 0.1796
C: -1.2935 1.8884 -0.3902
N: 2.0325 0.4719 0.0044
N: 1.1122 -0.0685 0.5787
N: 3.0309 1.0044 -0.1052
N: -0.0077 -0.6378 -0.0030
S: -1.4716 0.2254 0.4933
H: 0.8380 -2.4119 -0.5049
H: 0.4715 -2.2842 1.1331
H: -0.8750 -2.4895 0.0933
H: -0.4811 2.4216 0.1064
H: -2.2234 2.3110 -0.1203
H: -1.2074 1.6564 -1.4652

HOMO level (eV): -8.3074
Calculated total energy (Eh): -696.8622
Maximum force (eV/A): 2.8

---

[11]
Here is 2 unconnected molecules or ions with the total composition C2H6N4S from the Open Molecules 2025 dataset. Energies are from ωB97M-V with the def2-TZVPD basis set.

Cartesian coordinates (Å):
C: -1.1197 -0.6373 -1.8879
C: -0.4931 1.0085 2.5091
N: 2.2153 -1.2774 -1.5397
N: 1.1007 -1.3984 -2.1355
N: 2.3647 -0.3410 -0.7121
N: 0.1302 -0.6024 -1.6252
S: 0.9947 0.5083 -0.4796
H: -1.1700 0.8223 1.5044
H: -1.3911 -1.5460 -2.4387
H: -1.7220 0.1712 -1.3891
H: 0.4966 1.2614 2.0951
H: -0.4984 0.1359 3.2633
H: -0.9078 1.8949 2.8359

HOMO level (eV): -8.2607
Calculated total energy (Eh): -696.8419
Maximum force (eV/A): 3.9

---

[12]
Here is a single C2H6N4S molecule from the Open Molecules 2025 dataset. Energies are from ωB97M-V with the def2-TZVPD basis set.

Cartesian coordinates (Å):
C: -0.8484 -1.6372 0.6638
C: -0.3626 1.9236 -0.5467
N: 2.1435 -0.4692 -0.4937
N: 1.2552 -1.2971 -0.5995
N: 1.9247 0.6029 0.2277
N: 0.0519 -0.8305 -0.0915
S: 0.3694 0.7353 0.6764
H: -0.5160 -2.1742 1.4722
H: -1.6217 -1.0095 0.8578
H: -1.2035 -2.3589 0.0495
H: -1.2865 2.1843 -0.1926
H: -0.1972 1.4884 -1.5053
H: 0.2912 2.8420 -0.5181

HOMO level (eV): -8.1353
Calculated total energy (Eh): -696.8450
Maximum force (eV/A): 3.8

---

[13]
Here is a gas-phase ion, C2H6N5 (charge +1) from the Open Molecules 2025 dataset. Energies are from ωB97M-V with the def2-TZVPD basis set.

Cartesian coordinates (Å):
H: 0.7457 -1.9126 -0.0405
N: -0.0083 -1.1988 -0.2055
C: 0.6624 -0.1110 -0.0423
N: 1.9344 0.0148 0.2557
C: -0.0976 1.2108 -0.2187
N: -1.4764 1.0730 0.1849
N: -2.0401 0.0481 0.2133
N: -2.0859 -1.1320 0.2876
H: 2.5040 0.8489 0.1829
H: 2.3122 -0.7896 0.6845
H: 0.3380 1.9573 0.4037
H: -0.0722 1.6685 -1.3733
H: -2.7163 -1.6775 -0.3324

SMILES string: [H]/N=C(\N)CN=[N+]=N
Total charge: +1
HOMO level (spin up / spin down) (eV): -14.2846 / -14.2840
Calculated total energy (Eh): -353.1679
Maximum force (eV/A): 3.7

---

[14]
Here is a gas-phase ion, C2H6N5 (charge +1) from the Open Molecules 2025 dataset. Energies are from ωB97M-V with the def2-TZVPD basis set.

Cartesian coordinates (Å):
C: -2.4277 -0.0490 -0.2473
C: -1.7700 -1.0954 -0.5565
N: -1.8248 1.1707 0.2784
N: -0.6624 1.2983 0.4354
N: 0.9270 -0.1541 1.2027
N: 1.0713 0.5802 -1.0154
N: 0.3035 0.2440 0.0860
H: -3.4154 0.0244 0.0343
H: -1.2851 -1.8528 -1.2488
H: 0.3662 -0.6449 1.9832
H: 1.8721 -0.0468 1.2852
H: 1.9138 0.9189 -0.7844
H: 0.6187 1.3060 -1.6692

Total charge: +1
HOMO level (spin up / spin down) (eV): -13.7569 / -13.7217
Calculated total energy (Eh): -353.0350
Maximum force (eV/A): 4.5

---

[15]
Here is a gas-phase ion, C2H6N5O (charge +1) from the Open Molecules 2025 dataset. Energies are from ωB97M-V with the def2-TZVPD basis set.

Cartesian coordinates (Å):
C: -0.9453 -0.8663 0.3128
C: 0.2145 0.9461 -0.7117
N: -0.0594 -1.7755 0.2753
N: -0.5563 -1.8377 2.2750
N: 0.1096 2.2300 -1.0818
N: 1.2998 0.1601 -0.6509
N: -0.9318 0.3595 -0.2545
O: -0.1528 -2.5804 1.2885
H: -0.6882 -2.3503 3.1360
H: 0.9339 2.8184 -1.2991
H: -0.6975 2.6838 -1.3880
H: 2.0356 0.3021 -1.3082
H: 1.3106 -0.6785 -0.1025
H: -1.8727 0.5885 -0.4910

Total charge: +1
HOMO level (spin up / spin down) (eV): -12.1208 / -14.6734
Spin multiplicity: 3
Calculated total energy (Eh): -428.3373
Maximum force (eV/A): 4.4

---

[16]
Here is a single C2H6N6 molecule from the Open Molecules 2025 dataset. Energies are from ωB97M-V with the def2-TZVPD basis set.

Cartesian coordinates (Å):
N: 2.3422 0.0253 0.0095
C: 1.0302 -0.3794 -0.0744
N: 0.5355 -1.5929 0.0574
N: -0.8436 -1.4927 0.0747
C: -1.1109 -0.2473 0.0784
N: -2.3816 0.3437 -0.1996
N: 0.0745 0.5773 -0.0891
N: 0.1780 1.9513 0.1253
H: 2.6359 0.6881 -0.7513
H: 2.9750 -0.7907 0.1447
H: -3.0010 -0.4889 -0.0304
H: -2.6687 1.2005 0.3962
H: 0.6554 2.3379 -0.7161
H: 0.5532 2.1291 1.0848

SMILES string: Nc1nnc(N)n1N
HOMO level (eV): -8.1622
Calculated total energy (Eh): -408.2959
Maximum force (eV/A): 4.1

---

[17]
Here is a single C2H6N6 molecule from the Open Molecules 2025 dataset. Energies are from ωB97M-V with the def2-TZVPD basis set.

Cartesian coordinates (Å):
C: 3.2635 -0.2071 -0.2453
C: 2.0676 -0.2066 -0.1918
N: -1.9406 0.2266 -0.0382
N: -1.2211 1.1812 1.0373
N: -1.3758 -0.9799 -0.3739
N: -0.0022 1.4432 0.5327
N: -0.0364 -0.9307 -0.7017
N: 0.7851 -0.3014 0.1729
H: 4.3001 -0.0791 -0.4945
H: -2.9129 -0.0303 0.1516
H: -1.0948 0.6497 1.9127
H: -1.5784 -1.7523 0.3928
H: -0.1851 1.8135 -0.4556
H: -0.0689 -0.8268 -1.6991

HOMO level (spin up / spin down) (eV): -7.8177 / -7.8176
Calculated total energy (Eh): -408.0128
Maximum force (eV/A): 4.2

---

[18]
Here is 2 unconnected molecules or ions with the total composition C2H6NO from the Open Molecules 2025 dataset. Energies are from ωB97M-V with the def2-TZVPD basis set.

Cartesian coordinates (Å):
O: 0.0199 1.5678 1.6088
H: 0.2796 1.0003 2.2938
C: -1.2096 -0.7177 -0.8032
C: 1.1039 -0.3569 -0.6738
N: -0.1042 -0.3327 -1.3376
H: -2.1220 -0.5621 -1.2403
H: -1.2041 -0.9775 0.2009
H: -0.0577 1.0092 0.7608
H: 2.0614 -0.2475 -1.1817
H: 1.2328 -0.3830 0.3723

Total charge: -1
HOMO level (eV): -1.0097
Calculated total energy (Eh): -209.7220
Maximum force (eV/A): 3.2

---

[19]
Here is 2 unconnected molecules or ions with the total composition C2H6NO2 from the Open Molecules 2025 dataset. Energies are from ωB97M-V with the def2-TZVPD basis set.

Cartesian coordinates (Å):
C: 1.0669 0.0702 0.6573
C: -1.1830 -0.6471 0.2226
N: -0.3690 0.3878 0.5343
O: -0.6288 1.4187 -0.3924
O: -2.3006 -0.5620 -0.2107
H: 1.3646 -0.9632 0.7307
H: 1.6875 0.5574 -0.2542
H: 1.3615 0.6334 1.5676
H: 0.1342 -0.3417 -2.0992
H: -0.6706 -1.5236 0.6917
H: -0.4627 0.9701 -1.4480

Total charge: -1
HOMO level (eV): -2.3311
Calculated total energy (Eh): -284.9097
Maximum force (eV/A): 3.8

---

[20]
Here is a molecular structure, C2H6NO2P from the Open Molecules 2025 dataset. Energies are from ωB97M-V with the def2-TZVPD basis set.

Cartesian coordinates (Å):
C: 1.1607 -0.2789 0.3706
C: -0.5036 0.2293 1.1935
N: 1.1797 0.3814 -0.7241
O: 1.7983 -1.2235 0.7531
O: 2.2238 0.1334 -1.6684
P: -1.8285 -0.4610 0.1135
H: -0.6510 -0.4290 2.0062
H: -0.5737 1.2954 1.5736
H: 0.8083 1.3128 -0.8056
H: 1.9543 -0.7383 -1.8630
H: -1.0812 -1.1633 -0.7542
H: -2.2057 0.5447 -0.8787

HOMO level (eV): -8.8521
Calculated total energy (Eh): -626.2608
Maximum force (eV/A): 5.9